(1)
Below is C5H7NO in the gas phase, with properties calculated with the ωB97M-V functional and the def2-TZVPD basis.

```
14
Properties=species:S:1:pos:R:3:lowdin_charge:R:1
C 2.01862 0.00638 -0.30176 -0.01
C 0.73640 -0.48523 0.32322 -0.41
O 0.70498 -1.27883 1.23219 0.11
C -0.58185 0.05950 -0.27631 -0.29
C -1.81307 -0.56272 0.38175 -0.05
C -0.58715 1.52631 -0.18117 -0.20
N -0.57593 2.67960 -0.08820 0.16
H 2.86000 -0.55337 0.10948 0.09
H 2.15304 1.07412 -0.09542 0.09
H 1.98665 -0.11194 -1.39062 0.09
H -0.56549 -0.18308 -1.34858 0.15
H -1.81643 -0.36292 1.45533 0.09
H -2.72863 -0.16193 -0.06078 0.09
H -1.79113 -1.64589 0.24087 0.09
```

Energy (eV): -8835.72293
SMILES: CC(=O)[C@@H](C)C#N
E_HOMO (eV): -10.32
Frontier orbital gap (eV): 10.97

=====

(2)
Below is 2 unconnected molecules or ions with the total composition C3H9NO2, with properties calculated with the ωB97M-V functional and the def2-TZVPD basis.

```
15
Properties=species:S:1:pos:R:3:lowdin_charge:R:1
C 1.57724 2.48958 1.16417 0.06
C 1.13964 1.15744 0.54674 -0.44
O 1.26450 1.08025 -0.65687 0.39
N 0.71171 0.26358 1.38441 0.28
H 0.29392 -0.47020 0.93820 0.11
H 0.62539 0.15139 2.41667 0.20
H 1.50175 2.31872 2.17318 0.05
H 0.76791 3.38891 1.18319 0.18
H 2.61767 2.96422 0.95361 0.15
C -1.67756 -2.12241 -1.75602 -0.20
O -2.44197 -2.42758 -0.64965 -0.16
H -3.36775 -2.39979 -0.93419 0.09
H -2.10318 -2.62418 -2.64735 0.10
H -0.58808 -2.52195 -1.44706 0.11
H -1.54575 -1.02118 -1.60440 0.07
```

⟨S²⟩: 0.755
Energy (eV): -8830.78850
Multiplicity: 2
Charge: +1
E_HOMO (alpha / beta) (eV): -12.99 / -12.98
Frontier orbital gap (alpha / beta) (eV): 8.65 / 3.60

=====

(3)
Below is 10 unconnected molecules or ions with the total composition C40H75N5O10S5, with properties calculated with the ωB97M-V functional and the def2-TZVPD basis.

```
135
Properties=species:S:1:pos:R:3:lowdin_charge:R:1
O -5.04241 2.02723 -4.44568 -0.33
S -3.63695 2.25664 -4.14759 0.68
O -2.99332 1.32269 -3.25382 -0.35
C -2.66922 2.55230 -5.66836 -0.20
C -1.96245 3.92577 -5.44493 -0.20
C -2.99197 4.78150 -4.72640 -0.23
C -3.42107 3.96877 -3.51599 -0.23
H -3.44570 2.66459 -6.42591 0.10
H -2.07994 1.66511 -5.87974 0.08
H -1.07769 3.68249 -4.85985 0.12
H -1.78545 4.33492 -6.43719 0.11
H -3.83705 4.97938 -5.38778 0.12
H -2.65749 5.73047 -4.30396 0.12
H -4.25986 4.29431 -2.90363 0.11
H -2.59944 3.89894 -2.79660 0.10
O 2.55319 0.31637 4.03424 -0.34
S 2.45325 -0.13613 5.42014 0.66
O 1.18505 0.04825 6.08436 -0.32
C 2.94049 -1.86857 5.35853 -0.22
C 4.44850 -1.78155 5.21066 -0.22
C 4.98237 -0.71869 6.20617 -0.19
C 3.90415 0.35891 6.39741 -0.20
H 2.35416 -2.35965 4.58819 0.11
H 2.66930 -2.23803 6.35166 0.11
H 4.94284 -2.75098 5.24887 0.12
H 4.71476 -1.40204 4.21972 0.09
H 5.96386 -0.36401 5.89690 0.11
H 5.20150 -1.17786 7.17252 0.11
H 4.10603 1.35289 6.00484 0.10
H 3.47528 0.30400 7.39630 0.10
O 2.00174 4.99033 1.54023 -0.32
S 2.55645 3.66230 1.34850 0.67
O 1.67503 2.57619 1.02926 -0.34
C 3.85979 3.68492 0.06910 -0.20
C 5.18528 3.82664 0.84175 -0.19
C 4.99644 3.82205 2.39879 -0.19
C 3.61252 3.25470 2.74483 -0.23
H 3.69468 4.44176 -0.69559 0.10
H 3.68955 2.76950 -0.50137 0.09
H 6.05682 3.26909 0.50217 0.11
H 5.53187 4.84290 0.63548 0.10
H 5.09536 4.85889 2.70587 0.11
H 5.70225 3.14266 2.86902 0.11
H 3.09734 3.54095 3.65655 0.11
H 3.73693 2.17152 2.70291 0.08
O -2.92641 -0.86145 -5.56594 -0.31
S -1.61976 -1.43884 -5.40518 0.67
O -0.47252 -0.89443 -6.09504 -0.33
C -1.14286 -1.65390 -3.68890 -0.25
C -1.63774 -3.01294 -3.23845 -0.18
C -1.34285 -3.95763 -4.47100 -0.19
C -1.68218 -3.21649 -5.77510 -0.20
H -1.52150 -0.80177 -3.12029 0.07
H -0.06687 -1.49254 -3.60822 0.07
H -1.19411 -3.29547 -2.28569 0.11
H -2.71531 -3.00399 -3.06131 0.12
H -1.94809 -4.85152 -4.33370 0.11
H -0.29858 -4.24722 -4.36024 0.09
H -2.63556 -3.57387 -6.15530 0.10
H -0.94347 -3.33350 -6.56640 0.10
O -3.45815 -2.88861 0.93114 -0.34
S -3.99987 -3.31951 2.21207 0.69
O -4.19415 -2.37570 3.30846 -0.33
C -5.52615 -4.25691 1.91437 -0.23
C -5.21921 -5.71294 2.17160 -0.22
C -4.20025 -5.72552 3.33860 -0.21
C -3.10768 -4.80290 2.80589 -0.22
H -5.88269 -4.09015 0.89887 0.11
H -6.24148 -3.80849 2.60476 0.11
H -6.12705 -6.24132 2.47303 0.12
H -4.87309 -6.22473 1.27509 0.12
H -3.88116 -6.74033 3.59092 0.11
H -4.64081 -5.45594 4.30052 0.12
H -2.66807 -5.16879 1.87927 0.10
H -2.36481 -4.53812 3.55491 0.11
C 0.38840 -0.38534 1.49082 -0.10
C -0.90630 -0.51149 0.70002 -0.24
C -0.93410 0.42165 -0.52253 -0.15
C 0.28187 0.25242 -1.34319 -0.21
N 1.20194 0.16914 -2.02585 0.19
H 0.29727 -0.57011 2.56421 0.07
H 0.47571 0.69978 1.63903 0.04
H 1.25632 -0.81187 0.99965 0.06
H -1.72821 -0.36674 1.39841 0.10
H -0.93820 -1.52972 0.29944 0.10
H -0.88372 1.45691 -0.17785 0.12
H -1.77951 0.23620 -1.18269 0.08
C -0.64217 2.65155 3.58696 -0.10
C -1.46460 3.86982 3.97957 -0.24
C -0.75889 5.19153 3.61540 -0.19
C -1.58895 6.42372 3.64637 -0.23
N -2.17644 7.40840 3.71776 0.12
H -0.39050 2.68163 2.52191 0.05
H -1.17170 1.71042 3.71939 0.08
H 0.33572 2.65643 4.07246 0.07
H -1.67177 3.89315 5.04805 0.11
H -2.39375 3.88606 3.40632 0.11
H -0.24839 5.13888 2.65444 0.09
H -0.00513 5.41395 4.37642 0.12
C 3.95763 -0.89009 -5.87961 -0.09
C 2.77923 -1.23797 -5.00957 -0.25
C 2.59195 -2.77711 -4.78759 -0.16
C 3.56110 -3.32763 -3.80165 -0.22
N 4.31678 -3.66537 -3.00817 0.15
H 4.12665 -1.65270 -6.63798 0.08
H 4.83141 -0.73546 -5.24631 0.08
H 3.79288 0.07568 -6.36193 0.07
H 1.75985 -0.96174 -5.28960 0.07
H 2.84587 -0.71763 -4.05060 0.08
H 2.75972 -3.38881 -5.67478 0.12
H 1.61486 -3.00545 -4.36535 0.08
C -4.94434 -0.51306 -0.65827 -0.08
C -5.29385 -0.23167 0.82148 -0.23
C -6.04973 1.12689 0.99414 -0.17
C -7.35670 1.11593 1.65118 -0.23
N -8.36072 1.07381 2.20487 0.13
H -3.97807 -0.99909 -0.77565 0.05
H -5.21588 0.30720 -1.31220 0.06
H -5.58753 -1.35692 -0.94817 0.07
H -4.36528 -0.00929 1.34957 0.08
H -5.74262 -1.06475 1.35303 0.09
H -6.16961 1.57153 0.00723 0.10
H -5.38295 1.76678 1.56955 0.11
C 4.58872 -0.77190 -1.31951 -0.12
C 4.31950 -1.21658 0.12333 -0.24
C 5.54784 -1.20672 1.06024 -0.17
C 6.73389 -1.76444 0.41192 -0.25
N 7.68123 -2.23847 -0.02091 0.15
H 3.66940 -1.01563 -1.84547 0.03
H 5.37483 -1.35809 -1.80204 0.06
H 4.94942 0.25621 -1.40199 0.07
H 3.99617 -2.25415 0.00078 0.11
H 3.51193 -0.60174 0.51788 0.09
H 5.43217 -1.71893 2.01172 0.10
H 5.75500 -0.13596 1.16660 0.11
```

Energy (eV): -124793.37712
SMILES: O=S1(=O)CCCC1.O=S1(=O)CCCC1.O=S1(=O)CCCC1.O=S1(=O)CCCC1.O=S1(=O)CCCC1.CCCC#N.CCCC#N.CCCC#N.CCCC#N.CCCC#N
E_HOMO (eV): -10.13
Frontier orbital gap (eV): 10.14

=====

Which ΔE to the lowest compared entry with this formula, charge and spin belongs to each record? In order, 0.480 2.723 0.726 eV.